{"formula": "C33H66FN2O14PS5", "method": "ωB97M-V/def2-TZVPD", "homo_ev": -8.1, "e_lumo_ev": -0.353, "smiles": "CCOCC[C@]1([PH2]=S)[C@@H](S(=O)(=O)F)C(=O)O[C@]1(CCCSC(=S)N1CCOCC1)N=C=S.COCCOC.COCCOC.COCCOC.COCCOC", "orbital_gap_ev": 7.792, "elements": ["C", "C", "O", "C", "C", "C", "P", "S", "C", "S", "O", "O", "F", "C", "O", "O", "C", "C", "C", "C", "S", "C", "S", "N", "C", "C", "O", "C", "C", "N", "C", "S", "H", "H", "H", "H", "H", "H", "H", "H", "H", "H", "H", "H", "H", "H", "H", "H", "H", "H", "H", "H", "H", "H", "H", "H", "H", "H", "C", "O", "C", "C", "O", "C", "H", "H", "H", "H", "H", "H", "H", "H", "H", "H", "C", "O", "C", "C", "O", "C", "H", "H", "H", "H", "H", "H", "H", "H", "H", "H", "C", "O", "C", "C", "O", "C", "H", "H", "H", "H", "H", "H", "H", "H", "H", "H", "C", "O", "C", "C", "O", "C", "H", "H", "H", "H", "H", "H", "H", "H", "H", "H"], "xyz": [[-1.9073, -3.1343, 5.5494], [-1.9919, -4.2589, 4.5088], [-2.6136, -3.7812, 3.3191], [-2.1670, -4.4020, 2.1205], [-2.1765, -3.3427, 1.0023], [-0.7361, -2.8491, 0.5696], [-0.0521, -4.3382, -0.2877], [1.8532, -4.4483, -0.6740], [-0.1623, -2.3408, 1.9050], [1.2497, -3.0882, 2.7265], [1.1868, -4.5056, 2.6363], [1.3001, -2.5172, 4.0253], [2.4607, -2.5237, 1.9483], [0.1031, -0.8303, 1.6462], [0.8579, -0.1091, 2.1929], [-0.7497, -0.4788, 0.6472], [-0.9323, -1.5443, -0.2820], [-0.0336, -1.2646, -1.4911], [1.4763, -1.1058, -1.2183], [1.9490, 0.3676, -1.2719], [3.2722, 0.7175, -0.0482], [4.8264, 0.4930, -0.9490], [5.6065, 1.8191, -1.4617], [5.3739, -0.7742, -1.1768], [5.0552, -1.7597, -0.1408], [5.9007, -3.0383, -0.3411], [6.3863, -3.1092, -1.6719], [5.3207, -2.8103, -2.5440], [5.1073, -1.2901, -2.5392], [-2.3051, -1.5042, -0.8419], [-2.8891, -0.4326, -0.8326], [-3.6199, 0.9254, -1.0359], [-0.9265, -3.1790, 6.0269], [-1.9606, -2.1581, 5.0698], [-2.6441, -3.2436, 6.3410], [-0.9841, -4.6379, 4.3268], [-2.5979, -5.0713, 4.9229], [-2.8877, -5.1782, 1.8444], [-1.2087, -4.9029, 2.2625], [-2.7467, -2.5027, 1.3954], [-2.6998, -3.7570, 0.1390], [-0.7575, -4.3292, -1.5046], [-0.4715, -5.5017, 0.3651], [-0.8715, -2.3012, 2.7360], [-0.3793, -0.3166, -1.9096], [-0.2354, -2.0174, -2.2545], [1.7896, -1.5392, -0.2712], [2.0056, -1.6911, -1.9685], [2.4380, 0.5298, -2.2318], [1.1412, 1.0778, -1.1202], [4.0040, -2.0603, -0.2261], [5.1944, -1.3640, 0.8620], [6.7450, -3.0385, 0.3454], [5.2789, -3.9194, -0.1479], [5.6340, -3.1087, -3.5436], [4.4078, -3.3503, -2.2719], [4.1080, -1.0128, -2.8917], [5.8526, -0.8557, -3.2057], [1.5273, 6.0504, 2.0560], [2.0308, 6.2800, 0.7545], [3.2447, 7.0219, 0.7451], [4.4441, 6.1279, 0.5271], [4.6536, 5.2524, 1.6239], [4.1980, 3.9318, 1.3743], [0.7235, 5.3198, 1.9750], [2.2975, 5.6551, 2.7227], [1.1195, 6.9753, 2.4808], [3.3574, 7.5891, 1.6739], [3.1807, 7.7365, -0.0798], [5.3368, 6.7561, 0.4390], [4.3336, 5.5630, -0.4036], [4.8528, 3.4209, 0.6604], [3.1774, 3.9236, 0.9847], [4.2171, 3.3890, 2.3191], [-6.1146, -6.6278, -1.8481], [-5.1599, -7.4895, -2.4467], [-3.9659, -6.8301, -2.8307], [-2.8506, -7.0954, -1.8442], [-3.1168, -6.5016, -0.5788], [-3.5875, -7.4361, 0.3814], [-6.8935, -7.2529, -1.4145], [-5.6719, -6.0137, -1.0605], [-6.5663, -5.9750, -2.6013], [-4.1328, -5.7535, -2.9399], [-3.6737, -7.2295, -3.8068], [-1.9245, -6.6492, -2.2237], [-2.6871, -8.1713, -1.7384], [-2.7756, -8.0953, 0.7065], [-4.4065, -8.0383, -0.0156], [-3.9498, -6.8757, 1.2418], [5.2797, 13.2990, -0.0188], [3.8923, 13.2983, 0.2640], [3.1515, 12.4076, -0.5561], [2.8020, 11.1314, 0.1761], [3.9570, 10.3585, 0.4662], [4.3780, 10.4750, 1.8138], [5.7773, 13.8499, 0.7777], [5.6849, 12.2848, -0.0545], [5.4785, 13.8025, -0.9711], [3.7019, 12.1786, -1.4736], [2.2250, 12.9195, -0.8345], [2.1582, 10.5223, -0.4670], [2.2478, 11.3572, 1.0920], [3.6877, 9.9462, 2.4805], [4.4505, 11.5200, 2.1243], [5.3616, 10.0141, 1.8931], [-6.5897, -3.4178, -3.6218], [-6.2113, -3.5139, -2.2587], [-5.7090, -2.2890, -1.7369], [-6.7458, -1.5718, -0.8998], [-7.8359, -1.1284, -1.6941], [-8.9840, -1.9504, -1.5841], [-7.1436, -4.3200, -3.8776], [-7.2284, -2.5504, -3.8016], [-5.7041, -3.3545, -4.2641], [-5.3586, -1.6423, -2.5474], [-4.8496, -2.5346, -1.1045], [-6.2895, -0.6811, -0.4564], [-7.0957, -2.2138, -0.0857], [-9.4644, -1.8124, -0.6096], [-8.7386, -3.0066, -1.7197], [-9.6814, -1.6475, -2.3634]], "atomic_forces_ev_per_a": [[0.533, -0.334, -0.038], [-0.380, 0.181, 0.697], [0.752, 0.214, -0.049], [-0.845, -0.002, -0.085], [0.317, -0.739, -0.154], [-2.047, -0.630, 1.248], [1.714, 0.143, -0.871], [-0.030, 0.081, -0.003], [1.671, 1.065, -0.477], [-0.770, -0.020, 1.380], [0.199, -0.019, -0.760], [0.109, 0.265, -0.115], [0.085, -0.250, -0.324], [-0.154, -1.067, -0.153], [-0.144, 0.425, 0.143], [0.185, 0.467, -0.051], [-0.087, -0.277, -0.868], [0.473, -0.074, 0.056], [-0.257, 0.261, -0.033], [0.994, -1.116, -0.179], [-0.191, 0.244, 0.624], [0.433, 0.400, -0.583], [-0.078, -0.077, -0.217], [-0.852, -0.104, 0.727], [-0.625, -0.893, -0.383], [0.058, 0.469, -0.001], [-0.078, -0.311, 0.183], [0.209, 0.455, -0.249], [0.697, -0.049, -0.037], [0.310, 0.981, 0.947], [0.149, -0.449, -0.824], [-0.126, -0.077, 0.262], [-0.035, 0.019, 0.049], [-0.239, 0.020, 0.036], [-0.222, 0.237, -0.157], [-0.046, -0.041, -0.345], [0.138, -0.162, -0.117], [0.129, -0.020, 0.010], [0.124, 0.170, 0.102], [-0.035, 0.081, -0.161], [-0.038, 0.155, -0.030], [-0.535, 0.076, 0.362], [-0.547, 0.337, 0.171], [-0.262, -0.505, -0.148], [-0.236, -0.071, -0.002], [0.041, -0.102, 0.083], [-0.186, -0.074, 0.109], [0.120, 0.016, 0.035], [-0.394, 0.395, -0.144], [0.108, 0.134, 0.154], [-0.084, 0.113, 0.178], [0.102, 0.217, -0.092], [0.182, -0.086, -0.226], [-0.014, 0.016, 0.162], [-0.136, -0.112, -0.002], [0.006, -0.108, 0.064], [-0.032, -0.112, 0.000], [-0.129, 0.197, -0.009], [-0.016, -0.009, -0.051], [0.038, -0.013, 0.132], [-0.177, -0.056, -0.317], [0.203, 0.071, 0.234], [-0.118, -0.042, -0.030], [0.073, -0.040, 0.031], [-0.010, 0.018, -0.034], [0.002, 0.012, 0.010], [0.027, -0.011, 0.054], [0.014, -0.020, 0.025], [0.049, 0.044, 0.042], [-0.023, 0.018, -0.051], [-0.039, -0.010, -0.001], [-0.109, 0.055, 0.031], [0.000, -0.006, -0.022], [0.029, 0.045, 0.020], [-0.086, -0.061, -0.066], [0.041, 0.039, 0.114], [-0.110, -0.233, -0.095], [0.114, 0.289, -0.024], [0.010, -0.065, 0.114], [0.010, 0.018, -0.008], [0.013, -0.069, -0.030], [-0.010, 0.041, -0.071], [0.065, -0.019, 0.150], [-0.004, 0.027, 0.058], [0.046, 0.032, -0.007], [0.000, -0.039, -0.034], [-0.026, -0.014, 0.013], [-0.026, -0.040, -0.002], [0.007, -0.009, -0.017], [-0.004, -0.006, -0.025], [-0.028, 0.043, 0.018], [0.093, -0.103, -0.020], [-0.128, 0.212, 0.151], [0.059, -0.238, -0.213], [0.022, 0.145, 0.120], [0.036, -0.060, -0.040], [-0.037, 0.028, 0.000], [0.000, -0.004, -0.017], [0.038, -0.043, -0.017], [0.017, -0.035, 0.005], [-0.004, -0.034, -0.031], [-0.031, 0.025, 0.016], [0.014, 0.040, 0.012], [-0.001, 0.048, 0.040], [-0.018, 0.003, 0.008], [-0.019, -0.039, -0.029], [0.021, -0.009, 0.034], [-0.026, 0.215, -0.126], [0.010, -0.277, 0.201], [-0.028, 0.307, -0.167], [-0.020, -0.150, 0.001], [-0.001, 0.063, 0.000], [0.021, -0.006, 0.005], [0.009, 0.010, -0.005], [-0.025, 0.035, -0.030], [-0.029, 0.040, 0.011], [0.006, 0.016, -0.006], [0.038, -0.047, 0.031], [0.018, -0.061, -0.021], [-0.008, -0.058, 0.006], [0.003, -0.013, 0.017], [0.015, 0.045, 0.010]], "mulliken_charge": [-1.172, -0.235, -0.413, -0.331, -1.764, 1.716, 0.554, -0.510, 0.187, 1.234, -0.612, -0.667, 0.144, -0.360, -0.553, -0.421, 0.359, -1.674, 0.708, -1.294, -0.057, -0.175, -0.218, 0.107, -0.065, -0.743, -0.476, -0.356, -0.333, -0.292, 0.511, -0.305, 0.300, 0.294, 0.343, 0.217, 0.468, -0.413, 0.482, 0.580, 0.640, 0.139, 0.188, -0.083, 0.570, 0.452, -0.551, 0.509, 0.539, 0.657, -0.252, 0.561, 0.378, 0.366, 0.422, 0.077, 0.146, 0.448, -0.729, -0.425, -0.067, -0.576, -0.444, -0.630, 0.254, 0.316, 0.313, 0.193, 0.246, 0.399, 0.266, 0.163, 0.406, 0.296, -0.130, -0.417, -0.377, -0.615, 0.125, -1.156, 0.299, 0.121, -0.052, 0.096, 0.413, 0.367, 0.347, 0.348, 0.396, 0.308, -0.677, -0.371, -0.654, -0.462, -0.275, -0.894, 0.241, 0.281, 0.325, 0.346, 0.387, 0.365, 0.381, 0.338, 0.423, 0.250, -1.076, -0.016, 0.189, -0.506, -0.377, -0.616, 0.309, 0.449, 0.289, 0.365, -0.420, 0.282, 0.334, 0.326, 0.198, 0.245]}

***

{"formula": "CHCl3S", "method": "ωB97M-V/def2-TZVPD", "homo_ev": [-9.7, -9.0], "e_lumo_ev": [-1.284, -2.073], "orbital_gap_ev": [8.368, 6.906], "e_above_lowest_kcal_mol": 51.64, "elements": ["C", "S", "Cl", "Cl", "Cl", "H"], "xyz": [[-2.6896, -0.0286, -0.0227], [-0.0605, -1.2267, -0.3742], [-2.3214, 1.3406, 0.9173], [-3.4504, -1.3265, 0.7902], [-3.2003, 0.2565, -1.6269], [0.4847, -0.0589, -0.0568]], "atomic_forces_ev_per_a": [[0.709, -0.584, -0.180], [-0.889, -0.002, -0.013], [0.006, 0.116, 0.053], [-0.005, 0.098, -0.032], [0.036, 0.017, 0.082], [0.142, 0.356, 0.090]], "nbo_charge": [-0.221, -0.187, 0.102, 0.101, 0.106, 0.100]}

***

{"formula": "C6H11NO", "method": "ωB97M-V/def2-TZVPD", "homo_ev": -8.2, "e_lumo_ev": 0.998, "smiles": "C1C[C@H]2CNC[C@@H]1O2", "orbital_gap_ev": 9.213, "e_above_lowest_kcal_mol": 284.59, "elements": ["C", "C", "C", "C", "N", "C", "C", "O", "H", "H", "H", "H", "H", "H", "H", "H", "H", "H", "H"], "xyz": [[-1.8235, 0.6854, -0.0576], [-1.8160, -0.8787, -0.0744], [-0.1012, -1.1338, 0.2224], [1.3716, -1.3422, -0.1756], [1.9723, 0.1384, -0.0882], [0.9798, 1.5622, -0.1511], [-0.3526, 0.9297, -0.0547], [-0.1063, -0.0942, -0.8475], [-2.4964, 1.0559, -0.7877], [-2.2810, 1.3545, 0.7399], [-2.0282, -1.4999, -0.9965], [-2.3246, -1.2795, 0.7025], [0.1301, -0.8141, 1.2599], [1.5382, -1.5257, -1.1303], [2.0419, -2.1454, 0.3277], [2.8948, 0.1996, 0.6463], [1.4915, 2.1512, 0.8192], [1.1535, 1.7507, -1.3134], [-0.2439, 0.8859, 0.9592]], "atomic_forces_ev_per_a": [[-3.116, 2.814, 1.030], [2.242, -1.851, -0.450], [-0.854, 0.381, -1.528], [2.071, -0.283, 3.776], [2.229, 0.105, 2.890], [4.587, 0.256, -1.637], [-0.957, 3.581, -0.163], [2.470, -2.561, -1.244], [0.051, 0.119, -2.003], [0.179, -1.881, 0.429], [0.055, 1.563, 0.858], [-2.010, -1.288, 2.474], [-0.894, 0.428, -0.589], [-0.014, -1.121, -4.521], [-1.105, 1.600, 0.157], [-3.836, -0.051, -2.225], [-1.771, -0.816, -3.233], [0.403, 0.822, 2.742], [0.272, -1.818, 3.238]], "nbo_charge": [-0.408, -0.304, 0.010, -0.185, -0.716, -0.172, -0.028, -0.526, 0.214, 0.199, 0.231, 0.180, 0.172, 0.185, 0.182, 0.356, 0.227, 0.222, 0.161]}